The molecule C3H3BrF4 in a non-equilibrium geometry, computed with ωB97M-V with the def2-TZVPD basis set.

E_HOMO (eV): -10.761
Total energy (eV): -84071.314
Structure (SMILES): FC(F)C(Br)C(F)F
HOMO-LUMO gap (eV): 11.15
Energy relative to the best compared isomer or geometry (same formula, charge and spin) (kcal/mol): 2.9

The geometry in XYZ format:
```
11
Properties=species:S:1:pos:R:3:mulliken_charge:R:1
F 1.091 2.200 -0.399 -0.24
C 0.548 1.167 0.302 0.14
F 0.939 1.300 1.524 -0.21
C 1.095 -0.139 -0.269 -0.44
Br 3.051 0.174 -0.198 -0.06
C 0.535 -1.246 0.624 0.41
F 0.201 -2.321 -0.202 -0.30
F 1.295 -1.754 1.558 -0.22
H -0.542 1.207 0.293 0.29
H 0.971 -0.271 -1.399 0.43
H -0.440 -1.161 1.181 0.19
```